Molecular formula: C68H116N12O12
Method: DFT, the ωB97M-V functional and the def2-TZVPD basis

Computed properties:
Largest force on an atom in eV Å⁻¹: 6.22
Energy in eV: -114844.6066
M in g/mol: 1293.7
LUMO level in hartree: -0.05167

```
! wB97M-V def2-TZVPD RIJCOSX def2/J DEFGRID3
* xyz 0 1
C -0.64 -17.53 22.06
C -0.98 -16.01 21.75
N -1.01 -15.60 20.31
C -0.99 -14.14 20.13
C 0.28 -13.55 20.69
C -2.02 -16.35 19.59
C -3.47 -16.23 20.06
H -0.41 -17.70 23.11
H 0.28 -17.74 21.52
H -1.34 -18.15 21.50
H -2.02 -15.82 22.02
H -0.53 -15.34 22.48
H -1.13 -13.99 19.06
H -1.92 -13.64 20.39
H 1.05 -14.29 20.89
H 0.56 -12.71 20.05
H -0.14 -13.00 21.53
H -1.62 -17.36 19.61
H -2.05 -16.12 18.52
H -3.67 -16.53 21.09
H -4.21 -16.73 19.44
H -3.77 -15.19 20.09
C -7.97 -7.32 17.54
C -8.61 -7.97 16.30
N -8.43 -7.04 15.19
C -9.45 -7.23 14.06
C -10.87 -6.58 14.41
C -7.09 -7.47 14.68
C -6.53 -6.18 13.96
H -8.42 -7.81 18.41
H -8.08 -6.25 17.66
H -6.90 -7.50 17.60
H -8.28 -9.00 16.20
H -9.67 -7.87 16.54
H -8.88 -6.74 13.27
H -9.48 -8.24 13.65
H -11.70 -6.39 13.73
H -11.25 -7.35 15.08
H -10.74 -5.72 15.06
H -7.33 -8.28 14.00
H -6.40 -7.81 15.45
H -6.44 -5.29 14.58
H -6.99 -6.11 12.97
H -5.48 -6.43 13.79
C -9.08 -16.96 22.34
C -9.41 -15.96 23.45
N -8.93 -14.62 23.07
C -9.16 -13.72 24.20
C -8.03 -13.90 25.21
C -9.45 -14.08 21.83
C -11.00 -13.93 21.89
H -8.05 -16.61 22.24
H -9.71 -16.80 21.47
H -9.19 -18.01 22.59
H -10.44 -15.93 23.80
H -8.95 -16.29 24.38
H -9.32 -12.67 23.98
H -10.06 -14.00 24.76
H -8.26 -14.57 26.04
H -7.03 -14.09 24.83
H -7.91 -12.92 25.65
H -9.09 -14.54 20.91
H -8.92 -13.13 21.75
H -11.48 -14.91 21.87
H -11.46 -13.49 21.00
H -11.19 -13.36 22.80
C -13.25 -14.07 28.61
C -12.84 -12.60 28.69
N -11.38 -12.36 28.47
C -10.96 -12.45 27.05
C -11.31 -11.12 26.27
C -10.88 -11.20 29.20
C -10.40 -11.72 30.59
H -14.30 -14.29 28.44
H -13.08 -14.51 29.60
H -12.76 -14.54 27.75
H -13.32 -12.11 27.85
H -13.20 -12.20 29.64
H -11.32 -13.36 26.58
H -9.88 -12.47 27.21
H -11.18 -10.10 26.63
H -12.39 -11.12 26.09
H -11.06 -11.21 25.21
H -10.12 -10.79 28.53
H -11.61 -10.45 29.50
H -9.61 -12.45 30.43
H -9.78 -10.93 31.03
H -11.18 -12.01 31.29
O -11.23 -11.48 17.28
C -10.31 -11.27 18.04
N -9.17 -11.55 17.59
C -10.53 -10.71 19.43
H -8.27 -11.50 18.04
H -9.33 -11.97 16.69
H -10.49 -11.58 20.09
H -11.39 -10.04 19.44
H -9.65 -10.10 19.59
O -6.96 -6.47 20.95
C -6.77 -5.53 21.78
N -6.84 -5.74 23.11
C -6.51 -4.16 21.18
H -6.70 -5.01 23.79
H -6.98 -6.69 23.43
H -5.88 -4.09 20.29
H -5.93 -3.67 21.96
H -7.43 -3.63 20.92
O -1.94 -11.84 17.71
C -3.11 -12.08 17.44
N -3.55 -13.26 17.58
C -3.98 -10.90 17.17
H -4.49 -13.41 17.90
H -2.89 -13.90 18.01
H -3.54 -10.24 16.42
H -4.12 -10.36 18.11
H -5.01 -11.17 16.93
O -7.08 -8.35 24.27
C -6.90 -9.35 24.97
N -5.87 -10.13 24.63
C -7.79 -9.63 26.16
H -5.43 -10.74 25.30
H -5.36 -9.88 23.79
H -8.77 -9.22 25.91
H -7.41 -9.24 27.10
H -7.97 -10.69 26.34
O -1.90 -7.82 23.10
C -2.33 -8.96 23.05
N -1.66 -10.07 23.24
C -3.76 -9.17 22.78
H -2.30 -10.82 23.48
H -0.67 -10.24 23.39
H -3.89 -9.10 21.70
H -4.45 -8.43 23.19
H -4.10 -10.19 22.97
O -5.91 -14.97 17.90
C -7.13 -15.12 18.05
N -7.88 -14.16 17.49
C -7.74 -16.14 18.95
H -8.67 -14.50 16.96
H -7.46 -13.33 17.08
H -7.24 -15.99 19.90
H -7.65 -17.18 18.64
H -8.82 -15.96 18.90
O -4.08 -12.44 24.67
C -3.21 -12.86 25.35
N -2.67 -12.08 26.20
C -2.61 -14.25 25.11
H -3.16 -11.22 26.40
H -2.11 -12.53 26.91
H -1.63 -14.16 25.56
H -2.64 -14.63 24.09
H -3.01 -15.04 25.74
O -6.66 -9.95 19.41
C -6.82 -10.08 20.57
N -6.83 -9.05 21.38
C -7.04 -11.50 21.15
H -7.02 -8.95 22.37
H -6.52 -8.27 20.82
H -7.64 -11.52 22.06
H -6.19 -12.12 21.44
H -7.62 -12.08 20.44
C -15.89 -11.72 21.41
C -16.85 -10.84 21.85
C -16.59 -9.62 22.40
C -15.22 -9.18 22.64
C -14.23 -10.14 22.27
C -14.59 -11.40 21.65
C -12.80 -9.84 22.49
O -11.87 -10.74 22.35
C -12.36 -8.50 23.11
C -11.02 -8.28 23.53
C -10.62 -7.12 24.11
C -11.54 -6.10 24.36
C -12.88 -6.27 24.04
C -13.34 -7.50 23.52
C -14.82 -7.82 23.32
O -15.66 -7.00 23.77
H -16.23 -12.71 21.15
H -17.91 -11.05 21.89
H -17.43 -9.09 22.81
H -13.73 -11.91 21.25
H -10.23 -8.98 23.32
H -9.58 -6.89 24.24
H -11.36 -5.10 24.75
H -13.49 -5.45 24.39
C 1.65 -7.78 14.17
C 0.61 -7.37 13.32
C -0.64 -7.14 13.79
C -0.94 -7.51 15.10
C -0.04 -8.11 15.95
C 1.29 -8.14 15.49
C -0.27 -8.40 17.41
O 0.50 -8.95 18.21
C -1.49 -7.75 17.95
C -1.57 -7.48 19.34
C -2.78 -7.09 19.89
C -3.85 -6.73 19.09
C -3.69 -6.81 17.66
C -2.51 -7.30 17.12
C -2.36 -7.39 15.55
O -3.28 -7.22 14.74
H 2.64 -7.91 13.75
H 0.86 -7.21 12.28
H -1.47 -6.79 13.20
H 1.98 -8.44 16.26
H -0.85 -8.00 19.95
H -2.84 -6.88 20.94
H -4.78 -6.37 19.52
H -4.62 -6.68 17.12
*
```

Molecular formula: C68H117N15O4
Method: DFT, the ωB97M-V functional and the def2-TZVPD basis

Computed properties:
Largest force on an atom in eV Å⁻¹: 5.55
Energy in eV: -102951.4097
M in g/mol: 1208.8
LUMO level in hartree: 0.00528

```
! wB97M-V def2-TZVPD RIJCOSX def2/J DEFGRID3
* xyz 0 1
O 5.23 2.46 -2.76
C 4.48 2.90 -2.00
O 4.49 2.52 -0.72
C 3.46 3.09 0.08
C 2.92 4.22 -0.84
C 3.31 3.82 -2.24
H 3.96 3.37 1.01
H 2.70 2.30 0.35
H 3.37 5.16 -0.52
H 1.84 4.31 -0.62
H 3.62 4.64 -2.89
H 2.54 3.20 -2.79
O 5.93 -3.03 0.66
C 6.29 -2.13 -0.13
O 5.68 -1.90 -1.28
C 6.43 -0.82 -2.07
C 7.21 -0.09 -0.98
C 7.45 -1.16 0.05
H 5.71 -0.16 -2.57
H 7.09 -1.41 -2.70
H 6.53 0.73 -0.57
H 8.18 0.36 -1.26
H 7.48 -0.65 1.03
H 8.31 -1.78 -0.18
C -6.16 6.36 2.55
C -6.44 5.22 3.53
C -5.78 5.47 4.90
C -6.13 6.72 5.52
N -6.22 7.76 6.06
H -6.75 6.19 1.63
H -5.07 6.51 2.33
H -6.62 7.32 2.91
H -6.24 4.24 3.16
H -7.51 5.20 3.71
H -4.69 5.57 4.74
H -5.93 4.61 5.59
C -0.25 -4.44 6.11
C -1.57 -5.15 5.93
C -2.20 -4.80 4.58
C -3.07 -3.59 4.71
N -3.72 -2.65 4.71
H 0.15 -4.38 7.13
H -0.37 -3.33 5.88
H 0.51 -4.87 5.44
H -2.25 -4.96 6.78
H -1.40 -6.24 5.95
H -2.83 -5.58 4.19
H -1.43 -4.52 3.87
C 4.09 -4.66 -2.56
C 3.00 -3.58 -2.47
C 2.03 -3.50 -3.69
C 2.72 -3.35 -4.90
N 3.22 -3.08 -5.87
H 3.69 -5.62 -2.81
H 4.53 -4.78 -1.59
H 4.89 -4.54 -3.24
H 3.43 -2.60 -2.34
H 2.39 -3.83 -1.60
H 1.40 -2.64 -3.49
H 1.38 -4.44 -3.78
C -1.72 2.86 -3.04
C -0.44 2.16 -3.39
C 0.31 2.81 -4.55
C -0.51 2.91 -5.88
N -0.96 2.92 -6.90
H -2.36 2.18 -2.56
H -2.28 3.16 -3.99
H -1.62 3.73 -2.41
H -0.46 1.10 -3.68
H 0.18 2.12 -2.47
H 1.22 2.26 -4.78
H 0.61 3.82 -4.37
C -6.75 -6.13 0.91
C -7.23 -5.48 2.19
C -6.06 -5.00 3.07
C -5.30 -6.10 3.55
N -4.67 -6.94 3.97
H -6.45 -5.34 0.16
H -7.48 -6.80 0.45
H -5.89 -6.81 1.10
H -7.84 -6.20 2.80
H -7.93 -4.66 1.93
H -6.41 -4.40 3.96
H -5.35 -4.35 2.50
C 0.08 6.28 2.00
C -1.27 5.67 2.46
C -1.22 4.16 2.44
C -0.62 3.62 1.19
N -0.22 3.21 0.18
H 0.95 6.09 2.73
H 0.01 7.36 1.98
H 0.32 5.97 0.97
H -2.04 6.08 1.72
H -1.59 6.02 3.47
H -2.20 3.70 2.59
H -0.53 3.79 3.23
C 0.30 1.53 4.35
C -0.57 0.35 4.71
C -2.05 0.61 4.98
C -2.70 1.23 3.83
N -3.15 1.82 2.97
H 1.33 1.43 4.70
H -0.15 2.47 4.77
H 0.30 1.62 3.24
H -0.35 -0.11 5.71
H -0.40 -0.39 3.87
H -2.16 1.23 5.82
H -2.64 -0.27 5.16
C -4.61 3.63 -1.06
C -3.59 4.72 -0.58
C -3.72 6.08 -1.24
C -3.42 6.19 -2.68
N -3.17 6.36 -3.78
H -5.57 4.02 -0.86
H -4.44 2.69 -0.47
H -4.51 3.45 -2.14
H -2.60 4.38 -0.62
H -3.73 4.95 0.47
H -3.12 6.82 -0.70
H -4.79 6.33 -1.14
C -0.02 -1.07 -6.50
C -0.33 -1.57 -7.92
C 0.74 -2.49 -8.52
C 1.97 -1.76 -8.76
N 2.77 -0.97 -8.97
H 1.00 -0.68 -6.49
H -0.05 -1.87 -5.74
H -0.64 -0.23 -6.21
H -0.47 -0.73 -8.62
H -1.23 -2.17 -7.90
H 0.40 -2.94 -9.46
H 0.97 -3.35 -7.85
C 3.96 -3.74 3.73
C 3.52 -2.57 2.77
C 2.24 -1.95 3.26
C 2.40 -1.29 4.55
N 2.40 -0.79 5.60
H 4.91 -4.18 3.49
H 3.23 -4.53 3.67
H 3.97 -3.50 4.81
H 3.42 -2.94 1.75
H 4.33 -1.82 2.71
H 1.48 -2.69 3.35
H 1.86 -1.23 2.56
C 0.70 -5.13 1.23
C -0.36 -4.61 0.28
C -1.03 -5.69 -0.59
C -0.04 -6.32 -1.44
N 0.82 -6.85 -1.98
H 1.21 -4.27 1.64
H 1.47 -5.82 0.80
H 0.26 -5.69 2.06
H 0.02 -3.87 -0.39
H -1.07 -4.01 0.84
H -1.86 -5.27 -1.15
H -1.44 -6.51 0.01
C 3.51 1.34 -6.73
C 3.89 -0.09 -6.39
C 4.27 -0.18 -4.90
C 3.04 -0.06 -4.12
N 2.14 0.00 -3.43
H 3.21 1.25 -7.76
H 4.26 2.12 -6.58
H 2.59 1.64 -6.15
H 4.66 -0.46 -7.03
H 3.08 -0.72 -6.68
H 4.88 0.64 -4.64
H 4.79 -1.08 -4.61
C -5.24 -0.50 -3.75
C -4.26 -0.59 -4.88
C -3.21 -1.74 -4.70
C -2.80 -1.85 -3.29
N -2.60 -1.87 -2.16
H -5.58 -1.48 -3.52
H -6.15 0.12 -3.99
H -4.72 -0.15 -2.83
H -3.71 0.32 -5.08
H -4.80 -0.71 -5.80
H -2.37 -1.55 -5.39
H -3.66 -2.67 -4.91
C 2.65 3.74 6.24
C 3.91 3.18 6.82
C 4.32 1.84 6.10
C 4.44 2.14 4.72
N 4.47 2.33 3.59
H 2.25 4.59 6.83
H 1.82 3.02 6.23
H 2.68 4.24 5.26
H 3.81 2.88 7.85
H 4.72 3.91 6.79
H 3.49 1.12 6.21
H 5.28 1.49 6.46
C 1.36 -1.32 -0.47
C 0.68 -0.05 0.01
C -0.75 -0.13 0.57
C -0.78 -1.17 1.58
N -0.81 -1.99 2.37
H 0.83 -1.56 -1.39
H 1.34 -2.16 0.23
H 2.41 -1.10 -0.73
H 0.65 0.69 -0.78
H 1.26 0.36 0.83
H -1.46 -0.39 -0.18
H -1.07 0.84 1.00
*
```

no.,HOMO level (hartree)
1,-0.2928
2,-0.3702